1.
{"formula": "C21H36CrP2", "method": "ωB97M-V/def2-TZVPD", "orbital_gap_ev": [7.184, 7.519], "multiplicity": 5, "energy_ha": -2548.796483, "de_lowest_kcal_mol": 0.0, "species": ["P", "P", "C", "C", "H", "H", "H", "H", "C", "H", "H", "H", "C", "H", "H", "H", "C", "H", "H", "H", "C", "H", "H", "H", "Cr", "C", "C", "C", "C", "C", "C", "C", "C", "C", "H", "H", "H", "H", "H", "H", "H", "H", "H", "H", "H", "H", "H", "H", "H", "C", "C", "C", "C", "C", "C", "H", "H", "H", "H", "H"], "coordinates": [[-0.60, -0.27, 2.04], [-0.22, -1.12, -1.09], [0.24, 0.88, 0.88], [-0.07, 0.65, -0.62], [1.32, 0.80, 1.06], [-0.04, 1.90, 1.15], [-1.01, 1.14, -0.90], [0.71, 1.12, -1.24], [1.45, -1.73, -1.44], [1.38, -2.76, -1.81], [2.03, -1.75, -0.51], [1.95, -1.10, -2.18], [-1.23, -1.31, -2.57], [-0.86, -0.71, -3.40], [-2.27, -1.02, -2.33], [-1.25, -2.37, -2.85], [0.32, -0.41, 3.59], [-0.24, -1.05, 4.28], [0.48, 0.58, 4.04], [1.28, -0.89, 3.39], [-2.25, 0.41, 2.36], [-2.86, 0.35, 1.44], [-2.19, 1.45, 2.70], [-2.74, -0.21, 3.12], [-0.82, -2.19, 0.80], [0.84, 3.58, -1.95], [2.02, 2.97, -1.76], [3.22, 3.57, -1.09], [2.89, 4.48, 0.13], [1.85, 3.90, 1.03], [0.53, 4.11, 0.94], [-0.16, 4.98, -0.07], [0.48, 4.96, -1.49], [-1.56, -3.05, 2.60], [0.09, 3.12, -2.60], [2.24, 2.04, -2.28], [3.78, 4.17, -1.83], [3.91, 2.78, -0.76], [3.82, 4.59, 0.71], [2.63, 5.48, -0.21], [2.25, 3.37, 1.91], [-0.13, 3.80, 1.75], [-0.15, 6.02, 0.30], [-1.22, 4.70, -0.17], [-0.25, 5.38, -2.18], [1.34, 5.64, -1.52], [-2.41, -3.69, 2.27], [-1.90, -2.47, 3.47], [-0.77, -3.74, 2.93], [-1.68, -6.63, -1.34], [-0.53, -6.40, -0.59], [-0.25, -5.12, -0.07], [-1.13, -4.07, -0.29], [-2.27, -4.28, -1.07], [-2.53, -5.56, -1.60], [-1.90, -7.63, -1.74], [0.16, -7.22, -0.39], [0.66, -4.97, 0.51], [-2.97, -3.48, -1.26], [-3.42, -5.71, -2.21]]}

---

2.
{"formula": "C31H31BrFN9ReSSi", "method": "ωB97M-V/def2-TZVPD", "orbital_gap_ev": [6.459, 6.284], "multiplicity": 2, "charge": 2, "energy_ha": -5132.119809, "de_lowest_kcal_mol": 14.4, "species": ["Re", "N", "C", "S", "N", "N", "C", "C", "C", "C", "C", "C", "N", "H", "H", "H", "H", "H", "H", "H", "C", "Si", "C", "C", "N", "C", "C", "C", "C", "C", "C", "F", "H", "H", "H", "H", "H", "H", "H", "H", "H", "H", "H", "H", "H", "N", "C", "C", "C", "C", "C", "C", "C", "N", "C", "C", "N", "C", "H", "H", "H", "H", "H", "H", "H", "Br", "C", "C", "C", "C", "N", "C", "H", "H", "H", "H"], "coordinates": [[0.05, 1.29, 0.66], [3.05, 4.40, 0.82], [1.91, 3.71, 0.68], [1.43, 2.65, 2.01], [1.21, 3.85, -0.41], [0.04, 3.10, -0.32], [-1.06, 3.71, -0.59], [-2.23, 2.99, -0.19], [-3.53, 3.41, -0.42], [-4.58, 2.65, 0.05], [-4.30, 1.49, 0.76], [-3.00, 1.11, 0.96], [-1.96, 1.84, 0.49], [3.55, 4.39, 1.69], [3.26, 5.14, 0.16], [-1.06, 4.73, -0.96], [-3.70, 4.34, -0.96], [-5.61, 2.97, -0.11], [-5.10, 0.87, 1.16], [-2.74, 0.23, 1.53], [-0.42, -2.95, 3.38], [-0.24, -1.77, 1.95], [-1.74, -2.19, 0.90], [1.43, -2.22, 1.26], [-0.24, 0.06, 2.25], [-0.45, 0.56, 3.55], [-0.05, -0.15, 4.70], [-0.19, 0.36, 5.98], [-0.76, 1.61, 6.18], [-1.16, 2.35, 5.07], [-0.99, 1.83, 3.81], [-1.43, 2.58, 2.80], [-0.40, -3.93, 2.89], [-1.37, -2.88, 3.91], [0.40, -2.96, 4.10], [-1.51, -3.07, 0.28], [-2.11, -1.41, 0.24], [-2.55, -2.48, 1.57], [1.38, -3.28, 0.97], [2.16, -2.15, 2.08], [1.85, -1.66, 0.43], [0.44, -1.10, 4.59], [0.15, -0.23, 6.82], [-0.88, 2.02, 7.17], [-1.61, 3.33, 5.17], [1.43, -6.45, -6.70], [1.10, -5.57, -6.05], [0.68, -4.46, -5.23], [-0.66, -4.12, -5.14], [-1.06, -3.05, -4.35], [-0.09, -2.34, -3.66], [1.25, -2.65, -3.75], [1.64, -3.72, -4.53], [-0.50, -1.23, -2.83], [-1.45, -0.28, -3.13], [-1.48, 0.57, -2.07], [-0.57, 0.14, -1.11], [0.00, -0.95, -1.62], [-1.40, -4.69, -5.69], [-2.11, -2.80, -4.25], [2.00, -2.05, -3.24], [2.69, -3.99, -4.62], [-1.98, -0.27, -4.07], [-2.09, 1.44, -1.96], [0.73, -1.57, -1.15], [3.19, 1.42, -4.27], [3.19, 1.07, -2.44], [4.34, 0.65, -1.78], [4.26, 0.40, -0.42], [3.06, 0.58, 0.24], [1.95, 0.97, -0.40], [2.02, 1.23, -1.72], [5.27, 0.53, -2.32], [5.13, 0.08, 0.14], [2.97, 0.39, 1.30], [1.13, 1.58, -2.22]]}

---

3.
{"formula": "C10H40BBrGaNO8P", "method": "ωB97M-V/def2-TZVPD", "orbital_gap_ev": 5.763, "multiplicity": 1, "charge": -1, "energy_ha": -5926.780516, "species": ["C", "C", "C", "Ga", "C", "C", "C", "Br", "B", "N", "O", "P", "C", "C", "C", "C", "H", "H", "H", "H", "H", "H", "H", "H", "H", "H", "H", "H", "H", "H", "H", "H", "H", "H", "H", "H", "H", "H", "H", "H", "H", "H", "O", "H", "H", "O", "H", "H", "O", "H", "H", "O", "H", "H", "O", "H", "H", "O", "H", "H", "O", "H", "H"], "coordinates": [[2.62, 0.15, 3.30], [1.58, -0.64, 2.48], [1.91, -0.68, 0.97], [0.44, -0.07, -0.33], [1.20, 1.43, -1.53], [1.51, 2.80, -0.96], [2.44, 2.80, 0.23], [-0.13, 3.81, -0.49], [0.06, -1.69, -1.69], [-0.87, -2.84, -1.47], [0.67, -1.70, -2.95], [-1.56, 0.53, 0.79], [-2.93, 0.48, -0.47], [-2.57, 1.13, -1.80], [-2.11, -0.87, 1.87], [-3.27, -0.45, 2.81], [2.37, 1.21, 3.27], [3.62, 0.01, 2.90], [2.58, -0.14, 4.35], [0.61, -0.18, 2.67], [1.58, -1.66, 2.86], [2.23, -1.68, 0.68], [2.78, -0.04, 0.81], [0.56, 1.57, -2.41], [2.17, 1.05, -1.86], [1.94, 3.43, -1.74], [2.90, 3.79, 0.35], [1.90, 2.60, 1.16], [3.24, 2.08, 0.08], [-0.74, -3.15, -0.51], [-1.82, -2.48, -1.52], [0.14, -2.24, -3.56], [-3.82, 0.94, -0.04], [-3.19, -0.58, -0.64], [-1.66, 0.69, -2.22], [-3.37, 0.97, -2.53], [-2.44, 2.21, -1.68], [-2.48, -1.70, 1.26], [-1.29, -1.24, 2.47], [-4.22, -0.85, 2.47], [-3.36, 0.64, 2.80], [-3.07, -0.73, 3.84], [1.40, 5.81, 1.87], [1.00, 5.39, 1.09], [1.15, 6.73, 1.79], [-2.22, -4.56, 0.63], [-2.34, -4.56, -0.32], [-1.75, -5.37, 0.83], [2.81, -2.71, -5.24], [2.76, -3.65, -5.04], [2.37, -2.29, -4.49], [-3.17, -4.59, -2.22], [-2.37, -4.32, -2.70], [-3.86, -4.69, -2.88], [-1.56, -1.76, 5.81], [-1.55, -2.71, 5.69], [-2.01, -1.61, 6.64], [3.91, -0.87, -2.26], [4.36, -0.92, -3.10], [2.97, -0.97, -2.47], [0.40, 6.63, -2.52], [0.27, 5.73, -2.19], [1.27, 6.60, -2.95]]}

---

4.
{"formula": "C6H9O4P", "method": "ωB97M-V/def2-TZVPD", "orbital_gap_ev": 8.635, "multiplicity": 1, "energy_ha": -876.279421, "de_lowest_kcal_mol": 130.4, "species": ["C", "C", "C", "O", "C", "C", "O", "P", "O", "C", "O", "H", "H", "H", "H", "H", "H", "H", "H", "H"], "coordinates": [[-0.67, -2.33, -1.99], [-0.52, -1.24, -0.95], [-1.11, 0.16, -1.43], [-1.11, 0.91, -0.18], [0.06, 0.79, 0.61], [0.11, 1.98, 1.49], [1.24, 2.03, 2.22], [1.65, 0.98, 3.38], [3.04, 1.30, 3.57], [0.99, -0.08, 0.38], [0.83, -1.01, -0.54], [-0.17, -2.08, -3.06], [-1.72, -2.54, -2.21], [-0.02, -3.12, -1.58], [-0.97, -1.43, 0.06], [-0.54, 0.73, -2.21], [-2.16, 0.18, -1.76], [0.17, 2.90, 0.80], [-0.79, 1.99, 2.18], [1.67, -0.12, 1.21]]}

---

5.
{"formula": "C5H14N2O", "method": "ωB97M-V/def2-TZVPD", "orbital_gap_ev": 7.967, "multiplicity": 1, "energy_ha": -383.529190, "de_lowest_kcal_mol": 107.6, "species": ["C", "C", "N", "H", "H", "H", "C", "N", "C", "H", "H", "H", "H", "H", "H", "H", "C", "O", "H", "H", "H", "H"], "coordinates": [[3.35, 0.05, -0.38], [2.05, -0.31, 0.20], [1.50, -0.60, 1.21], [3.29, 1.08, -0.75], [3.56, -0.60, -1.24], [4.15, -0.01, 0.35], [-2.28, 0.20, 1.41], [-1.16, -0.47, 0.81], [-1.54, -1.59, -0.01], [-2.91, 0.64, 0.62], [-1.93, 1.03, 2.04], [-2.91, -0.46, 2.02], [-0.04, -0.49, 1.23], [-0.64, -2.12, -0.33], [-2.10, -1.26, -0.90], [-2.15, -2.32, 0.54], [0.03, 1.12, -1.49], [-0.24, 2.04, -0.51], [0.61, 1.58, -2.28], [-0.87, 0.59, -1.82], [0.94, 0.33, -0.96], [-0.69, 1.56, 0.22]]}

---

6.
{"formula": "C4H7FN2O", "method": "ωB97M-V/def2-TZVPD", "orbital_gap_ev": 9.326, "multiplicity": 1, "energy_ha": -441.008004, "de_lowest_kcal_mol": 152.6, "species": ["C", "C", "C", "C", "H", "H", "H", "H", "H", "H", "H", "N", "N", "O", "F"], "coordinates": [[1.56, 1.60, 0.14], [1.04, 0.19, -0.03], [1.49, -1.07, 0.07], [-1.08, -0.23, -0.80], [0.96, 2.36, -0.64], [2.66, 1.83, 0.30], [1.11, 2.14, 1.07], [0.91, -1.96, -0.01], [-1.13, -1.01, -1.63], [-2.70, -1.13, -0.96], [-1.98, -0.91, 1.66], [-0.36, 0.27, 0.08], [-2.44, -0.28, -0.45], [-2.94, -0.42, 0.98], [2.91, -1.37, 0.24]]}